Molecular formula: C3H10N3O2
Method: DFT, the ωB97M-V functional and the def2-TZVPD basis

The LUMO energy (spin up / spin down) is 0.4 / 0.6 eV. For the HOMO-LUMO gap (spin up / spin down), the calculation gives 3.280 / 9.971 eV. The expectation value of S² is 0.750. Its spin multiplicity is 2.

Each line ends with the natural charge from an NBO analysis.
Positions of all 18 atoms, in Å:
C (-0.591, -1.536, 1.341)  -0.2897
C (-1.130, -1.422, 0.110)  -0.0003
N (-2.270, -2.146, -0.293)  -0.8016
N (0.560, -0.696, 1.720)  -0.9009
H (-0.879, -2.210, 2.149)  0.2169
H (-0.749, -0.741, -0.687)  0.2245
H (-2.205, -2.346, -1.303)  0.3871
H (-2.539, -2.916, 0.315)  0.3839
H (1.379, -1.280, 1.777)  0.4006
H (0.336, -0.193, 2.588)  0.2996
H (0.736, 0.071, 1.063)  0.4492
N (1.081, 2.746, -1.934)  -0.8694
C (1.491, 1.804, -1.017)  0.8088
O (0.494, 1.313, -0.143)  -0.8812
O (2.605, 1.340, -0.984)  -0.6134
H (1.774, 3.152, -2.525)  0.4099
H (0.262, 3.334, -1.724)  0.3854
H (-0.353, 1.725, -0.452)  0.3907



Molecular formula: C3H10N3O2
Method: DFT, the ωB97M-V functional and the def2-TZVPD basis

The LUMO energy is -4.5 eV. The net charge is +1. For the HOMO-LUMO gap, the calculation gives 8.982 eV.

Each line ends with the natural charge from an NBO analysis.
Positions of all 18 atoms, in Å:
C (-2.409, -0.872, 0.764)  -0.7187
C (-0.777, 1.075, 0.589)  -0.6865
C (-1.085, -0.387, 0.403)  0.3875
N (-0.113, -1.153, -0.019)  -0.6682
N (1.779, 0.341, -1.698)  0.0159
N (1.842, -0.630, -0.891)  0.2965
O (2.103, 1.645, -1.445)  -0.5097
O (2.514, -0.299, 0.193)  -0.4857
H (-2.429, -1.034, 1.849)  0.2690
H (-3.111, -0.013, 0.632)  0.2534
H (-2.511, -1.939, 0.439)  0.2566
H (-0.626, 1.361, 1.744)  0.2636
H (-1.737, 1.459, 0.145)  0.2450
H (0.194, 1.372, 0.109)  0.2167
H (2.716, -1.165, 0.792)  0.5526
H (-0.268, -2.053, -0.349)  0.3644
H (1.271, 0.418, -2.505)  0.4324
H (2.647, 1.875, -0.752)  0.5151



Molecular formula: C3H10N3O2
Method: DFT, the ωB97M-V functional and the def2-TZVPD basis

The LUMO energy is -3.3 eV. The net charge is +1. For the HOMO-LUMO gap, the calculation gives 9.669 eV.

Each line ends with the natural charge from an NBO analysis.
Positions of all 18 atoms, in Å:
C (-1.620, 0.034, -0.278)  0.6201
C (2.003, 1.006, 0.683)  -0.7421
C (1.703, -0.380, 0.170)  0.9317
N (-2.883, -0.485, 0.016)  -0.8017
N (-0.661, -0.340, 0.532)  -0.8710
N (-1.486, 0.633, -1.456)  -0.8013
O (1.770, -0.471, -1.099)  -0.5969
O (1.756, -1.445, 0.909)  -0.5936
H (3.042, 0.944, 0.977)  0.2650
H (1.587, 1.567, 1.493)  0.2886
H (1.987, 1.681, -0.226)  0.2688
H (-2.961, -0.955, 0.824)  0.3855
H (-3.690, 0.041, -0.371)  0.3959
H (-1.123, -0.659, 1.414)  0.3561
H (-2.242, 0.840, -2.106)  0.4190
H (-0.586, 0.626, -1.898)  0.4061
H (1.832, -1.514, -1.385)  0.5437
H (1.574, -1.124, 1.802)  0.5261



Molecular formula: C3H10N3S
Method: DFT, the ωB97M-V functional and the def2-TZVPD basis

The LUMO energy is -4.7 eV. The net charge is +1. For the HOMO-LUMO gap, the calculation gives 8.059 eV.

Each line ends with the natural charge from an NBO analysis.
Positions of all 17 atoms, in Å:
C (-0.772, -0.991, 0.952)  0.5692
C (0.141, 2.703, 0.667)  -0.7076
C (0.070, 1.339, 1.033)  0.3633
N (-0.830, -1.794, -0.112)  -0.7831
N (-0.475, -1.046, 2.151)  -0.6966
N (-0.780, 0.417, 0.551)  -0.4834
S (1.321, -1.747, -2.992)  -0.3250
H (1.185, 3.012, 0.471)  0.2910
H (-0.525, 2.974, -0.139)  0.2442
H (-0.216, 3.121, 1.590)  0.2937
H (0.877, 1.126, 1.793)  0.2658
H (-0.754, -2.803, -0.113)  0.4377
H (-1.130, -1.407, -0.932)  0.3944
H (-0.550, -1.899, 2.679)  0.3898
H (2.044, -2.749, -3.424)  0.1636
H (-1.356, 0.644, -0.243)  0.4206
H (1.752, -0.903, -3.932)  0.1625



| no. | strongest force on any atom (eV/Å) |
| --- | --- |
| 1 | 2.5 |
| 2 | 5.2 |
| 3 | 6.1 |
| 4 | 3.6 |